[1]
DFT (wB97M-V/def2-TZVPD) results for a 3-piece molecular cluster, C5H8N2 overall.

The geometry in XYZ format:
```
15
Properties=species:S:1:pos:R:3
C -1.11 0.77 2.14
N -0.86 0.26 0.90
C -0.96 0.96 -0.29
C -0.42 0.09 -1.16
C 0.28 -0.97 -0.56
C 1.48 -1.68 -1.38
N -0.10 -1.00 0.74
H -1.66 -0.17 2.83
H -2.14 2.82 1.28
H 1.21 1.69 2.85
H -1.35 2.01 -0.48
H 0.07 0.62 -1.95
H 1.59 -1.11 -2.33
H 1.50 -2.76 -1.70
H 2.46 -1.53 -0.89
```

LUMO level (alpha / beta) ... -0.8806 / -0.8341 eV
Kohn-Sham gap (alpha / beta) ... 8.4 / 7.6 eV
Energy relative to the best compared isomer or geometry (same formula, charge and spin) ... 1124.5 kJ/mol
Strongest force on any atom ... 0.071 hartree/bohr
Total charge ... 0



[2]
DFT (wB97M-V/def2-TZVPD) results for C5H8N2 as an isolated structure.

The geometry in XYZ format:
```
15
Properties=species:S:1:pos:R:3
C 0.27 0.41 -2.22
N 0.30 0.35 -0.77
C 1.06 1.09 0.08
N 1.00 0.76 1.35
C 0.06 -0.24 1.35
C -0.90 -0.75 2.27
C -0.29 -0.67 0.04
H -0.77 0.45 -2.58
H 0.79 1.30 -2.58
H 0.74 -0.48 -2.66
H 1.63 1.94 -0.30
H -1.89 -0.31 2.20
H -1.39 -1.18 0.78
H -0.63 -1.01 3.31
H -0.05 -1.67 -0.32
```

LUMO level ... 0.7361 eV
Kohn-Sham gap ... 8.9 eV
Energy relative to the best compared isomer or geometry (same formula, charge and spin) ... 410.2 kJ/mol
Strongest force on any atom ... 0.006 hartree/bohr
Total charge ... 0



[3]
DFT (wB97M-V/def2-TZVPD) results for one molecule with the formula C5H8N2.

The geometry in XYZ format:
```
15
Properties=species:S:1:pos:R:3
C 2.83 -0.07 -0.11
C 1.33 0.34 -0.06
C 0.34 0.84 -0.84
N -1.22 0.25 -0.08
C -2.70 -0.21 -0.12
C -0.57 -0.24 0.96
N 0.72 -0.14 1.08
H 3.33 0.21 0.83
H 2.88 -1.17 -0.13
H 3.44 0.29 -0.95
H 0.03 1.53 -1.58
H -2.94 -0.87 -0.97
H -2.94 -0.82 0.78
H -3.45 0.59 -0.11
H -1.08 -0.79 1.73
```

LUMO level ... 0.7407 eV
Kohn-Sham gap ... 9.3 eV
SMILES ... Cc1cn(C)cn1
Energy relative to the best compared isomer or geometry (same formula, charge and spin) ... 323.4 kJ/mol
Strongest force on any atom ... 0.047 hartree/bohr
Total charge ... 0



[4]
DFT (wB97M-V/def2-TZVPD) results for one molecule with the formula C5H8N2.

The geometry in XYZ format:
```
15
Properties=species:S:1:pos:R:3
C 2.84 -0.20 0.15
N 1.41 0.03 0.09
C 0.66 -1.00 0.08
C -0.79 -0.90 -0.02
C -1.34 0.32 -0.20
N -2.75 0.79 -0.22
C -1.49 1.65 -0.41
H 3.12 -1.26 0.20
H 3.32 0.25 -0.73
H 3.26 0.31 1.03
H 1.07 -2.02 0.13
H -1.41 -1.79 0.00
H -3.25 0.71 0.66
H -3.33 0.64 -1.04
H -1.32 2.47 0.27
```

LUMO level ... 0.6417 eV
Kohn-Sham gap ... 7.8 eV
Energy relative to the best compared isomer or geometry (same formula, charge and spin) ... 427.4 kJ/mol
Strongest force on any atom ... 0.010 hartree/bohr
Total charge ... 0



[5]
DFT (wB97M-V/def2-TZVPD) results for one molecule with the formula C5H8N2.

The geometry in XYZ format:
```
15
Properties=species:S:1:pos:R:3
C -2.22 -0.72 0.20
C -1.00 0.12 0.04
C -0.71 1.47 -0.20
C 0.68 1.53 -0.28
N 1.14 0.23 -0.09
C 2.23 -0.81 0.04
N 0.09 -0.57 0.11
H -2.49 -1.18 -0.76
H -3.07 -0.17 0.60
H -1.95 -1.53 0.88
H -1.44 2.27 -0.29
H 1.26 2.44 -0.45
H 3.22 -0.48 -0.24
H 1.92 -1.67 -0.57
H 2.19 -1.18 1.07
```

LUMO level ... 1.0454 eV
Kohn-Sham gap ... 10.0 eV
SMILES ... Cc1ccn(C)n1
Energy relative to the best compared isomer or geometry (same formula, charge and spin) ... 150.4 kJ/mol
Strongest force on any atom ... 0.016 hartree/bohr
Total charge ... 0



[6]
DFT (wB97M-V/def2-TZVPD) results for a 2-piece molecular cluster, C5H8N2 overall.

The geometry in XYZ format:
```
15
Properties=species:S:1:pos:R:3
C -1.73 -1.14 -0.31
C 0.71 0.04 0.48
C 1.97 -0.21 -0.17
C 3.40 -0.31 -0.02
C -3.50 0.65 -0.25
N 1.00 -0.17 -0.97
N -2.55 -0.33 -0.23
H 0.26 1.00 0.83
H 0.29 -0.77 1.06
H 3.96 0.52 0.37
H 3.52 -1.14 0.87
H 4.01 -0.86 -0.83
H -3.11 1.48 -0.96
H -3.66 1.09 0.70
H -4.54 0.15 -0.56
```

LUMO level ... 0.9047 eV
Kohn-Sham gap ... 10.4 eV
Energy relative to the best compared isomer or geometry (same formula, charge and spin) ... 426.3 kJ/mol
Strongest force on any atom ... 0.102 hartree/bohr
Total charge ... 0



- The highest energy relative to the best compared isomer or geometry (same formula, charge and spin) belongs to which entry?
  number 1



- The highest energy relative to the best compared isomer or geometry (same formula, charge and spin) belongs to which entry?
  number 1



- Look up the total charge of the sixth one.
  0



- Look up the strongest force on any atom of the sixth one.
  0.102 hartree/bohr